<w>
Density functional theory data (wB97M-V/def2-TZVPD) for a 4-piece molecular cluster, C3H11O2S overall.

Each line ends with the Mulliken charge.
Element x y z (Å)
C  -0.157  -0.574  -1.799  -1.0570
C  -0.698  -0.250  -0.443  0.1572
C  -0.868  -1.381  0.514  -0.5476
S  0.780  -1.788  1.188  -0.4051
H  -0.323  0.231  -2.508  0.3170
H  0.916  -0.716  -1.755  0.2471
H  -0.580  -1.533  -2.073  0.3678
H  -1.444  0.536  -0.375  0.5288
H  0.152  0.357  0.132  -1.1369
H  -1.688  -1.246  1.258  0.2920
H  -1.414  -2.196  0.045  0.3861
H  0.967  0.384  0.581  0.6269
H  0.921  2.758  -1.772  0.1636
O  0.098  2.313  -1.545  -1.0164
H  0.210  1.830  1.443  0.3364
H  0.147  2.483  0.020  0.4412
O  -0.039  2.672  1.058  -0.7010

## Properties
Charge: -1
Spin multiplicity: 1
Orbital gap: 0.2400 Eh
HOMO: -4.08 eV


<x>
Density functional theory data (wB97M-V/def2-TZVPD) for a 3-piece molecular cluster, C3H11O2S overall.

Each line ends with the Mulliken charge.
Element x y z (Å)
C  2.480  0.342  -1.094  -1.1058
C  1.736  -0.407  0.003  -0.2956
C  0.655  -1.363  -0.370  -0.5409
S  -0.923  -0.655  -0.783  -0.5971
H  2.847  -0.442  -1.773  0.2686
H  3.311  0.954  -0.788  0.3667
H  1.815  0.916  -1.812  0.2348
H  2.429  -0.775  0.761  0.3464
H  1.261  0.410  0.642  0.1140
H  0.607  -2.054  0.459  0.2774
H  0.867  -1.903  -1.306  0.2063
H  -0.799  0.708  0.471  0.1446
H  -1.675  1.765  0.976  0.2841
O  -1.187  1.036  1.455  -0.7008
H  -5.077  0.446  0.571  0.2909
H  -3.642  0.503  1.179  0.3906
O  -4.705  0.522  1.410  -0.6841

## Properties
Charge: -1
Spin multiplicity: 1
Orbital gap: 0.2430 Eh
HOMO: -2.86 eV


Taking the most stable structure as the zero point, the relative energies in kcal/mol are <w> 81.2; <x> 0.0.


<w>
Density functional theory data (wB97M-V/def2-TZVPD) for one molecule with the formula C2H3ClOS.

Each line ends with the Mulliken charge.
Element x y z (Å)
C  -0.449  0.082  -0.324  -0.6572
C  0.769  -0.399  -0.066  0.0853
O  1.864  -0.465  -0.944  -0.3342
S  3.314  -1.119  -0.145  0.1797
Cl  4.306  0.540  0.553  -0.1037
H  -1.244  -0.311  0.290  0.2198
H  -0.840  0.712  -1.176  0.2455
H  0.924  -0.967  0.738  0.3648

## Properties
Spin multiplicity: 1
Orbital gap: 0.3459 Eh
HOMO: -9.65 eV


<x>
Density functional theory data (wB97M-V/def2-TZVPD) for C2H3ClOS as an isolated structure.

Each line ends with the Mulliken charge.
Element x y z (Å)
C  0.554  0.168  0.000  0.3184
C  -0.628  -0.852  0.171  -0.4168
H  0.904  2.113  -0.574  0.3694
H  -0.658  -1.183  1.299  0.2838
H  -0.275  -1.756  -0.244  0.3448
O  0.126  1.528  0.151  -0.4705
S  2.101  -0.135  -0.385  -0.2629
Cl  -2.124  0.116  -0.419  -0.1663

## Properties
Spin multiplicity: 1
Orbital gap: 0.3307 Eh
HOMO: -9.37 eV


<y>
Density functional theory data (wB97M-V/def2-TZVPD) for one molecule with the formula C2H3ClOS.

Each line ends with the Mulliken charge.
Element x y z (Å)
C  -0.639  -0.082  -0.465  -0.3261
C  0.770  -0.425  -0.660  0.0504
O  1.506  0.015  -1.500  -0.4046
S  0.416  1.601  2.314  -0.2789
Cl  -0.699  0.221  1.570  0.0464
H  -1.228  -0.995  -0.530  0.3179
H  -1.206  0.834  -0.835  0.2996
H  1.080  -1.169  0.106  0.2952

## Properties
Spin multiplicity: 1
Orbital gap (spin up / spin down): 0.2685 / 0.2685 Eh
HOMO (spin up / spin down): -8.52 / -8.52 eV


Taking the most stable structure as the zero point, the relative energies in kcal/mol are <w> 2.5; <x> 0.0; <y> 30.9.